Here is a structure of composition C6H19BrNaO9P2 from OMol25. Energies are from ωB97M-V/def2-TZVPD.

Output
highest occupied orbital energy	-3.9	eV
relative energy (zero: lowest compared OMol25 entry of this formula, charge and spin)	2.85	kcal/mol
charge	-1
gap between HOMO and LUMO	5.954	eV

XYZ file:
```
38
Properties=species:S:1:pos:R:3:forces:R:3
Br -0.73867 5.37563 -3.80567 -0.148 -0.059 0.150
P -1.27964 0.28759 -1.66969 0.205 0.267 0.068
P 2.24085 -0.50561 1.90132 -0.315 0.091 -0.060
Na 0.24103 3.89893 -1.65903 0.539 0.000 -0.423
O 1.78129 0.03933 0.52564 0.212 0.401 -0.223
O -0.27494 -0.63930 -2.41610 0.148 -0.179 -0.173
O 3.21344 0.22071 2.69908 0.322 0.133 0.249
O -1.33578 -0.36240 -0.22520 -0.273 0.026 0.247
O -2.64462 -0.08927 -2.37440 -0.367 -0.128 -0.030
O -0.95704 1.70948 -1.68693 0.022 0.301 0.190
O 2.69752 -1.97074 1.54950 0.343 -0.500 0.160
O 0.82761 -0.71476 2.63030 -0.142 -0.068 0.186
O 2.53416 3.83817 -1.37258 -0.729 -0.213 -0.066
C -0.51638 -2.04465 -2.48876 0.142 -0.308 -0.102
C 1.70652 1.47147 0.26394 -0.523 0.315 -0.550
C 1.82718 -2.87543 0.88895 -0.150 -0.242 -0.429
C -3.85936 0.47548 -1.86553 0.227 0.309 0.013
C 0.85886 -1.18896 3.97180 0.020 -0.284 0.212
C -1.73436 0.39754 0.92998 0.111 -0.134 0.094
H 1.61071 -1.97364 4.10573 0.016 0.104 -0.075
H -1.79703 1.45900 0.69963 -0.006 0.022 -0.054
H -4.24004 -0.14534 -1.05540 -0.115 -0.068 -0.062
H -2.69780 0.02778 1.28106 -0.054 0.024 -0.080
H -1.32557 -2.36365 -1.83327 -0.013 0.091 0.024
H 2.24419 -3.13687 -0.08617 0.089 0.101 0.076
H 0.83628 -2.45075 0.72224 0.000 0.017 0.119
H 0.65584 1.75490 0.34870 0.100 0.022 0.139
H 2.01387 1.66295 -0.76159 0.199 0.006 0.072
H -0.76371 -2.30889 -3.51647 0.007 0.056 0.022
H -3.69407 1.49158 -1.49897 0.061 -0.036 -0.030
H 0.39776 -2.55652 -2.19068 0.007 0.065 -0.029
H -0.11448 -1.62852 4.18831 -0.038 0.143 -0.007
H 2.31886 2.08103 0.91989 0.177 -0.283 0.152
H 1.75033 -3.78863 1.47996 -0.036 0.073 0.075
H 2.68246 4.16632 -2.27005 0.101 0.006 0.219
H -0.98592 0.22841 1.70064 -0.017 0.047 -0.066
H -4.55528 0.53554 -2.69487 -0.112 -0.159 0.014
H 1.07591 -0.37793 4.66473 -0.012 0.041 -0.021
```
Positions in Å, forces in eV/Å.

Here is the molecule C4H8N4 in a non-equilibrium geometry from OMol25. Energies are from ωB97M-V/def2-TZVPD.

Output
highest occupied orbital energy	-8.5	eV
relative energy (zero: lowest compared OMol25 entry of this formula, charge and spin)	107.73	kcal/mol
SMILES string	[H]/N=C/N/C=N/N1CC1
gap between HOMO and LUMO	9.586	eV

XYZ file:
```
16
Properties=species:S:1:pos:R:3:forces:R:3
N 0.40534 -0.01579 0.14012 -2.880 2.953 -2.104
N -1.87319 0.80945 0.01837 -0.661 -5.142 0.568
N 1.69224 0.69842 -0.27952 -0.067 -4.375 2.518
N -3.84297 -0.28318 0.06559 -4.400 -1.270 -0.871
C -2.61974 -0.40085 -0.06875 1.675 -1.843 1.249
C 2.58494 -0.55099 -0.62823 -1.712 2.599 1.347
C -0.56806 0.86672 -0.07767 5.565 0.488 0.631
C 2.58414 -0.08799 0.71497 -1.158 -0.039 0.987
H 3.35031 -0.13718 -1.12448 2.670 0.259 -2.740
H 2.08657 -1.44741 -0.68871 -0.805 -1.805 -1.377
H -2.34871 1.59215 -0.22065 -1.920 2.669 -0.622
H 2.02723 -0.82473 1.32163 0.352 1.205 0.308
H -2.05677 -1.43369 -0.03203 -0.508 2.312 -0.530
H -0.24663 1.92020 -0.22192 0.052 -0.641 -0.339
H 3.40082 0.40917 1.15209 0.842 0.641 0.423
H -4.57551 -1.11428 -0.07082 2.956 1.988 0.550
```
Positions in Å, forces in eV/Å.

Here is the ion C27H31O3Si with charge +1 in a non-equilibrium geometry from OMol25. Energies are from ωB97M-V/def2-TZVPD.

Output
highest occupied orbital energy	-10.3	eV
relative energy (zero: lowest compared OMol25 entry of this formula, charge and spin)	0.00	kcal/mol
charge	+1
gap between HOMO and LUMO	6.904	eV

XYZ file:
```
62
Properties=species:S:1:pos:R:3:forces:R:3
Si -2.44900 2.99032 -1.43471 -0.443 -0.043 0.296
O 0.76028 -1.07858 4.63314 0.239 0.029 -0.942
O -0.86462 2.38006 -0.94503 1.329 -0.188 -1.514
O -0.04852 2.63121 -2.97649 0.290 0.418 0.605
C 0.48166 -0.96979 -3.35993 0.086 -0.356 0.219
C 0.65488 0.02819 -0.99016 -1.574 -2.876 1.078
C -0.05028 0.30701 1.36171 0.079 0.118 0.145
C 1.23800 1.34052 -1.29239 1.412 2.653 -0.835
C 0.65213 -3.54513 4.58489 -0.092 0.305 0.456
C 0.06425 -2.21606 6.55249 0.081 -0.265 -0.390
C 0.75170 -1.14813 -1.98905 -0.446 0.191 0.113
C 1.75123 -1.52617 2.41741 -0.042 0.289 0.203
C -2.88542 2.02658 -2.95596 -0.282 0.078 -0.278
C 0.10841 2.17139 -1.77857 -1.753 0.880 0.638
C -0.32915 -3.36919 7.22013 0.199 -0.104 -0.237
C -3.45761 2.52698 0.05810 -0.093 0.066 0.033
C 2.34448 2.87449 -2.88377 0.850 0.024 -0.049
C 0.69855 -3.55995 -2.30799 -0.246 0.146 -0.500
C -2.26796 4.81577 -1.66629 0.022 0.182 -0.192
C 0.28046 -4.70031 5.28271 -0.067 0.311 0.247
C 0.84443 -0.32864 0.50585 0.148 -0.159 -0.202
C 0.81110 -0.90299 3.24609 -0.109 -0.132 0.579
C -0.22388 -4.61278 6.58407 0.030 -0.140 -0.054
C 2.40400 1.48113 -2.25833 0.551 -0.096 0.192
C 1.78822 -1.21157 1.05704 -0.162 0.295 -0.131
C 0.52089 -2.31150 5.23094 -0.288 -0.133 -0.093
C 0.48000 -3.38319 -3.67608 0.015 0.115 0.171
C 0.75174 -2.44972 -1.47983 0.281 0.034 0.276
C 0.32098 -2.08895 -4.18432 0.199 0.043 0.028
C 1.15680 3.03541 -3.77406 -0.375 -0.501 0.237
C -0.07257 0.04215 2.71572 0.278 -0.296 0.398
H -0.53018 -5.52090 7.11214 0.131 0.355 -0.224
H -2.50069 0.99785 -2.92516 -0.115 0.173 0.020
H 0.78527 -4.54913 -1.86252 -0.101 0.156 -0.225
H 2.55597 -1.66741 0.42748 -0.299 0.085 0.201
H 2.36461 0.68893 -3.01461 0.231 0.250 0.086
H -0.76643 0.55820 3.37266 0.123 -0.145 -0.020
H -3.26516 5.27482 -1.59965 0.244 -0.042 0.005
H -3.78985 3.43018 0.58331 0.063 -0.174 -0.018
H -0.71516 1.07257 0.96673 0.006 -0.328 0.096
H 0.38716 -5.66707 4.79327 -0.067 0.191 0.159
H 1.03963 -3.59711 3.57152 -0.226 -0.125 0.250
H -4.35540 1.97863 -0.24990 0.138 0.054 0.093
H 1.54993 1.83687 -0.35816 -0.275 -0.212 -0.118
H 0.96340 4.07771 -4.05422 -0.071 -0.423 -0.037
H -1.62986 5.27348 -0.89815 -0.207 -0.119 -0.113
H 3.24383 3.04008 -3.47978 -0.029 0.149 0.022
H 2.45988 -2.23546 2.84572 -0.104 0.326 -0.173
H 0.76837 -2.61332 -0.40027 0.132 0.047 -0.571
H -3.98229 1.97090 -3.02849 0.268 -0.060 0.000
H 0.34047 0.03182 -3.78854 0.096 -0.412 0.178
H -1.85755 5.06451 -2.65300 -0.063 -0.027 0.195
H 1.14915 2.35702 -4.63026 0.085 0.265 0.019
H -0.71887 -3.29287 8.23610 0.137 -0.084 -0.289
H 2.31941 3.65106 -2.09952 0.082 -0.211 -0.194
H 0.01173 -1.23369 7.01249 -0.068 -0.155 -0.072
H 0.39894 -4.24932 -4.33174 0.007 0.263 0.114
H -2.90538 1.90083 0.77221 -0.138 0.146 -0.217
H -0.42783 0.21990 -1.03627 0.188 -0.458 0.291
H -2.52073 2.51100 -3.87055 -0.079 -0.158 0.220
H 3.33467 1.38843 -1.67163 -0.315 -0.160 -0.466
H 0.07779 -1.94705 -5.23851 0.113 -0.051 0.287
```
Positions in Å, forces in eV/Å.